Here is a 32-piece molecular cluster, C11H80NO31P overall at a distorted geometry from the Open Molecules 2025 dataset. Energies are from wB97M-V/def2-TZVPD.

Structure (XYZ):
```
124
Properties=species:S:1:pos:R:3:forces:R:3:lowdin_charge:R:1
C -0.168158 0.594519 6.394057 -0.523 -0.312 -0.157 -0.120
C -1.283477 -0.290209 5.815847 1.116 0.054 0.413 -0.254
C -0.760809 -1.729363 5.648308 -1.219 0.207 0.118 -0.306
N -1.291221 -2.384220 4.435253 0.255 -0.174 -0.313 -0.297
P -0.115368 -3.041616 3.377204 0.981 0.068 0.212 0.889
C -0.700217 -2.673501 1.676794 -0.936 0.064 0.739 -0.353
C -0.750649 -1.206302 1.312803 0.223 -0.308 -0.371 -0.280
C -1.135331 -0.908271 0.008652 -0.076 0.004 -0.181 -0.039
C -1.218753 0.391931 -0.427024 -0.043 0.376 0.051 -0.035
C -0.925142 1.448510 0.431612 -0.113 0.535 0.070 -0.268
C -0.998305 2.875586 -0.062432 0.448 -0.430 0.584 -0.051
C -0.530858 1.166457 1.729613 -0.051 -0.412 -0.217 -0.037
C -0.432975 -0.156618 2.152180 0.088 -0.019 0.332 -0.068
H -0.523881 1.608435 6.539308 0.153 0.139 0.096 0.059
H 0.708107 0.603948 5.749719 0.063 0.107 -0.073 0.069
H 0.131689 0.181816 7.356439 0.122 0.144 0.105 0.080
H -1.619064 0.127646 4.866115 -0.197 -0.045 -0.042 0.092
H -2.078902 -0.298754 6.555613 -0.398 0.090 -0.275 0.087
H 0.326479 -1.752755 5.672451 0.108 -0.077 -0.184 0.084
H -1.142846 -2.284075 6.505582 0.423 -0.187 0.174 0.083
H -1.965618 -1.800599 3.959334 -0.050 -0.049 -0.055 0.063
H -0.341954 -4.447118 3.429992 -0.478 0.089 -0.288 -0.052
H -0.118434 -3.241424 0.956416 0.210 -0.043 0.029 0.054
H -1.724552 -3.056621 1.598771 -0.013 -0.077 -0.155 0.083
H -1.361314 -1.709050 -0.683156 -0.059 -0.103 -0.003 0.096
H -1.512948 0.625134 -1.439905 0.015 -0.154 -0.130 0.098
H -0.698266 3.535155 0.751283 -0.048 0.181 -0.036 0.066
H -1.990040 3.168220 -0.389474 -0.037 -0.024 -0.211 0.075
H -0.281508 2.997937 -0.869856 -0.189 0.211 -0.235 0.075
H -0.291260 1.963300 2.418573 0.034 0.122 0.039 0.105
H -0.092737 -0.365794 3.157061 0.049 0.054 0.096 0.074
O 2.666650 -4.803416 2.473825 -0.039 0.025 -0.189 -0.082
H 1.968059 -4.255793 2.863870 0.142 0.065 0.061 -0.066
H 3.480229 -4.381797 2.766829 0.009 -0.019 0.076 0.041
O 0.035815 -5.011745 -0.449823 -0.028 0.004 0.108 -0.063
H 0.359359 -5.245261 -1.330977 -0.151 -0.103 -0.043 0.029
H 0.727720 -5.317117 0.148143 -0.028 -0.089 -0.016 0.030
O -4.224519 -1.781471 6.458416 -0.002 -0.081 -0.079 -0.058
H -4.407881 -0.983666 5.952981 -0.019 0.014 0.028 0.036
H -3.535054 -2.229320 5.953423 0.009 -0.033 0.020 0.010
O -1.105907 -3.820214 -2.742774 0.333 0.192 -0.362 -0.054
H -0.567539 -3.034754 -2.584239 -0.138 0.084 0.052 0.046
H -1.532573 -3.992382 -1.895123 -0.236 -0.232 -0.057 0.007
O 1.932702 -7.611538 -0.639687 -0.116 0.141 -0.096 -0.048
H 1.286669 -7.834850 -1.329298 -0.052 0.069 0.048 0.014
H 1.670653 -8.155397 0.109168 0.069 0.023 0.042 0.061
O 1.517697 3.054223 7.180359 0.138 -0.007 0.034 -0.056
H 1.948877 3.363106 7.984451 -0.050 0.082 0.000 0.025
H 1.729848 3.733065 6.530571 -0.056 0.147 0.025 0.010
O -1.720319 -0.904176 -3.401376 -0.250 0.239 -0.205 -0.050
H -2.594031 -1.310169 -3.373121 0.064 -0.132 0.065 0.058
H -1.468666 -0.942579 -4.334361 0.277 -0.113 0.052 0.030
O 2.520441 -8.170438 -3.352265 0.107 0.116 -0.231 -0.059
H 3.026806 -7.929040 -2.566813 -0.076 -0.096 0.077 0.032
H 2.839728 -7.565732 -4.036241 0.203 -0.172 -0.176 0.017
O -2.173995 -4.572237 -5.454119 0.185 0.028 -0.009 -0.064
H -2.846857 -5.200979 -5.176778 -0.017 -0.021 -0.048 0.043
H -1.684608 -4.395597 -4.638342 -0.247 0.074 0.245 -0.023
O 1.785232 6.039941 5.997680 -0.028 0.023 -0.264 -0.058
H 1.547186 6.790977 5.445353 0.135 0.166 0.152 0.026
H 2.004041 6.441739 6.849745 -0.100 -0.184 0.171 0.007
O -1.512228 4.706075 -2.619798 0.047 0.005 0.148 -0.064
H -2.108618 4.378735 -3.303130 0.035 0.134 -0.119 0.017
H -0.899203 5.259580 -3.113793 -0.001 -0.085 -0.156 -0.001
O 0.784077 8.402940 7.654867 -0.052 0.042 -0.078 -0.047
H -0.087434 8.197201 7.299419 -0.003 -0.058 0.042 0.050
H 0.889918 9.346363 7.493747 0.049 0.004 0.062 0.049
O 0.978654 5.727944 2.949939 -0.081 0.090 0.248 -0.041
H 1.057815 5.687923 3.909788 -0.029 -0.325 -0.007 0.009
H 1.655622 5.121205 2.634414 0.026 0.065 -0.088 0.057
O -1.213006 -4.236624 8.403466 -0.061 -0.039 -0.022 -0.058
H -1.907405 -4.222456 9.069559 0.013 0.051 0.013 0.036
H -1.578075 -4.770866 7.691003 0.038 0.002 -0.020 0.033
O -2.171653 1.764204 -5.304498 -0.137 -0.091 0.028 -0.055
H -2.811512 1.527904 -5.982979 0.016 0.032 -0.021 0.032
H -2.401764 1.205657 -4.551447 0.147 0.024 0.066 0.009
O 0.849718 8.446413 1.794602 -0.210 0.318 -0.011 -0.063
H 0.286386 8.107469 1.092038 0.041 -0.108 -0.006 0.039
H 0.689553 7.835888 2.524821 0.175 -0.195 -0.207 0.001
O -2.760107 5.656231 -5.165121 -0.020 -0.061 0.033 -0.054
H -3.355410 5.324835 -5.843912 0.035 -0.038 -0.020 0.045
H -2.138788 6.212017 -5.653045 -0.031 0.064 -0.005 0.012
O 3.309387 -7.071124 -6.209185 -0.117 0.032 0.152 -0.047
H 2.715772 -7.395242 -6.892110 0.013 -0.034 0.005 0.044
H 3.957816 -6.538451 -6.688478 -0.009 -0.022 -0.110 -0.003
O 5.426814 -5.711829 -7.820398 0.080 0.070 0.179 -0.046
H 5.666859 -5.149253 -8.562699 -0.103 -0.024 -0.050 0.049
H 5.891792 -5.328606 -7.068173 0.049 -0.030 -0.018 0.054
O 3.287275 -4.740519 -0.861219 0.286 -0.026 0.051 -0.051
H 2.801504 -5.569456 -0.769811 0.012 -0.285 -0.001 -0.003
H 3.447460 -4.466644 0.049144 -0.212 0.027 0.083 0.024
O 6.044344 -6.363787 -1.284543 0.051 0.049 0.080 -0.065
H 5.356371 -5.751238 -0.994997 -0.216 0.030 -0.144 -0.003
H 6.869279 -5.943254 -1.026252 0.019 -0.035 -0.021 0.027
O -3.046003 -4.980434 -0.799311 0.162 0.072 0.200 -0.051
H -2.302085 -5.117577 -0.195786 0.124 -0.152 -0.112 0.019
H -3.827992 -5.183421 -0.278340 -0.039 0.060 -0.050 0.044
O -0.688020 -8.937808 -2.023588 0.030 -0.261 0.175 -0.049
H -1.559587 -9.340870 -1.983826 0.001 0.017 0.060 0.040
H -0.456847 -8.944848 -2.956559 0.021 0.151 -0.021 0.025
O 0.118794 -6.639749 -3.500461 -0.157 0.222 -0.180 -0.051
H 0.029762 -5.848674 -4.042228 -0.085 0.017 0.043 0.025
H 0.700410 -7.218373 -4.006830 0.265 0.032 0.241 0.016
O -3.733979 7.864925 -6.840007 -0.029 0.280 -0.196 -0.064
H -3.165763 8.620258 -6.641869 -0.040 -0.007 0.156 0.029
H -4.181720 7.693803 -6.004928 0.088 -0.117 0.030 0.044
O 0.839854 5.689104 -4.802655 0.075 0.155 0.077 -0.045
H 1.153077 5.470069 -5.686081 -0.121 -0.040 -0.040 0.049
H 1.548239 5.396909 -4.219776 -0.023 -0.019 0.024 0.047
O 2.169284 5.823675 9.067003 0.051 0.076 -0.094 -0.044
H 1.379694 6.309582 9.329602 -0.024 -0.002 -0.058 0.041
H 2.897432 6.378234 9.365587 0.023 -0.043 0.031 0.050
O -1.186598 7.660382 -8.637713 0.043 -0.006 0.051 -0.059
H -1.861330 7.788383 -7.960788 -0.010 -0.152 -0.007 -0.017
H -1.637323 7.161585 -9.325124 -0.002 0.019 -0.019 0.036
O 0.855862 11.603318 0.587606 -0.113 -0.003 -0.005 -0.063
H 0.554100 10.692609 0.676170 0.125 -0.052 0.072 0.006
H 0.963727 11.893720 1.497596 0.043 0.016 -0.001 0.030
O -1.137405 8.362920 -5.295016 -0.043 -0.076 -0.020 -0.045
H -1.252196 7.922230 -4.445697 -0.004 0.029 0.018 0.042
H -0.195724 8.280178 -5.480577 0.000 -0.035 -0.031 0.046
O 0.175387 -2.371028 -5.457323 -0.181 0.112 -0.047 -0.041
H -0.445952 -2.670467 -6.131549 0.031 -0.102 0.000 0.040
H -0.025762 -2.923556 -4.695359 0.050 -0.018 -0.002 0.000
```
Forces are in eV/Å.

Output
gap between HOMO and LUMO	8.2	eV
HOMO	-8.25	eV
electronic energy	-3195.65197	a.u.
LUMO level	-0.09	eV
spin multiplicity	1